A cluster of 11 separate species, C35H83N9O13 in total at a distorted geometry. Source: the OMol25 dataset; level of theory: wB97M-V/def2-TZVPD.

Each line ends with the Mulliken charge.
Cartesian coordinates (Å):
C 0.209 -3.648 -3.477  -0.70
O 0.121 -5.062 -3.319  -0.38
C -1.087 -5.664 -3.760  -0.84
C -1.883 -6.283 -2.588  -0.51
O -2.347 -5.283 -1.711  -0.07
C -3.067 -5.798 -0.650  -0.90
H -0.764 -3.162 -3.512  0.43
H 0.854 -3.477 -4.345  0.24
H 0.852 -3.218 -2.708  0.17
H -0.756 -6.532 -4.338  0.37
H -1.628 -5.044 -4.473  0.46
H -1.328 -7.075 -2.081  0.17
H -2.704 -6.779 -3.123  0.42
H -2.457 -6.171 0.194  0.32
H -3.796 -6.591 -0.843  0.44
H -3.617 -5.078 -0.031  0.20
C 1.375 2.855 4.901  -0.41
O 1.261 4.232 4.636  -0.39
C 1.926 4.623 3.452  0.57
C 1.809 6.111 3.249  -0.45
O 2.691 6.889 4.036  -0.37
C 2.101 8.097 4.462  -0.77
H 0.936 2.647 5.883  0.29
H 2.391 2.476 5.027  0.32
H 0.725 2.298 4.221  -0.03
H 1.427 4.062 2.648  -0.68
H 2.963 4.303 3.276  0.33
H 0.752 6.373 3.331  0.44
H 2.157 6.299 2.223  0.05
H 2.084 8.893 3.713  0.28
H 2.650 8.437 5.342  0.29
H 1.083 7.966 4.842  0.33
C -5.015 -2.300 -2.179  -0.69
C -5.497 -2.086 -0.773  0.56
O -6.707 -2.021 -0.589  -0.70
N -4.576 -1.875 0.191  0.33
C -3.191 -2.280 0.159  -0.24
H -4.191 -1.612 -2.400  0.05
H -5.769 -1.935 -2.872  0.33
H -4.747 -3.341 -2.354  0.17
H -4.938 -1.751 1.127  0.21
H -3.062 -2.886 1.059  0.47
H -2.460 -1.504 -0.040  -0.20
H -3.019 -3.096 -0.555  -0.23
C 0.928 -8.232 0.077  -0.37
C 2.000 -7.142 0.252  0.73
O 2.849 -7.280 1.118  -0.67
N 1.963 -6.054 -0.548  0.02
C 2.913 -4.963 -0.555  -0.69
H 1.309 -9.194 -0.245  0.27
H 0.109 -7.833 -0.531  -0.24
H 0.401 -8.384 1.021  0.29
H 1.228 -5.981 -1.234  0.12
H 3.792 -5.192 0.040  0.39
H 2.535 -3.972 -0.295  -0.01
H 3.193 -4.824 -1.604  0.33
C 5.770 2.240 0.511  -1.44
C 4.397 2.116 -0.152  0.68
O 3.435 1.697 0.478  -0.60
N 4.341 2.369 -1.473  -0.14
C 3.154 2.169 -2.319  -0.62
H 6.491 1.644 -0.049  0.38
H 5.585 1.924 1.531  0.30
H 6.132 3.264 0.394  0.46
H 5.082 2.888 -1.911  0.24
H 3.579 1.980 -3.306  0.44
H 2.487 3.028 -2.338  0.14
H 2.658 1.236 -2.058  0.01
C 4.715 -1.707 -0.178  -0.72
C 6.063 -1.620 0.518  0.56
O 6.020 -1.300 1.700  -0.66
N 7.208 -1.798 -0.168  -0.22
C 8.550 -1.846 0.387  -0.94
H 4.730 -0.834 -0.839  0.28
H 3.888 -1.731 0.518  0.15
H 4.614 -2.567 -0.847  0.41
H 7.133 -2.063 -1.135  0.23
H 9.221 -1.098 -0.036  0.28
H 8.991 -2.760 -0.031  0.34
H 8.517 -1.989 1.460  0.34
C -2.075 5.754 -1.809  -0.99
C -0.958 5.431 -0.842  0.62
O -1.179 5.512 0.364  -0.65
N 0.258 5.098 -1.342  -0.05
C 1.466 5.022 -0.540  -0.50
H -1.817 5.369 -2.800  0.38
H -2.054 6.842 -1.868  0.31
H -2.968 5.302 -1.391  0.21
H 0.301 5.100 -2.347  0.25
H 1.434 5.607 0.384  0.08
H 2.298 5.521 -1.033  0.41
H 1.588 4.029 -0.105  -0.08
C -6.436 0.966 4.256  -1.15
C -5.166 0.306 3.681  0.63
O -5.188 -0.415 2.703  -0.64
N -4.062 0.566 4.416  -0.11
C -2.709 0.159 4.053  -0.46
H -6.684 1.905 3.762  0.23
H -6.280 1.104 5.326  0.37
H -7.318 0.341 4.131  0.31
H -4.157 1.152 5.226  0.23
H -2.752 -0.921 3.881  0.29
H -1.881 0.491 4.661  0.37
H -2.642 0.431 2.994  -0.18
C -4.426 1.491 -2.121  -0.54
C -4.372 2.570 -1.054  0.80
O -4.594 3.733 -1.360  -0.72
N -4.100 2.187 0.211  0.17
C -4.118 3.201 1.288  -0.80
H -4.426 1.946 -3.110  0.33
H -5.316 0.875 -1.969  0.32
H -3.599 0.780 -2.179  -0.28
H -3.964 1.201 0.372  0.01
H -3.480 2.761 2.057  0.16
H -5.118 3.212 1.723  0.29
H -3.755 4.176 0.990  0.28
C 0.844 -1.725 0.521  0.15
C 0.120 -0.629 1.243  0.49
O -0.987 -0.841 1.729  -0.40
N 0.687 0.599 1.238  0.41
C -0.089 1.805 1.451  1.38
H 1.866 -1.483 0.244  -0.83
H 0.341 -2.015 -0.409  -0.04
H 0.620 -2.637 1.081  0.61
H 1.581 0.646 0.772  -0.03
H -0.783 1.693 2.281  -0.09
H -0.589 2.060 0.514  0.21
H 0.494 2.680 1.734  -1.54
C -0.727 0.519 -2.124  0.98
C 0.136 -0.049 -3.214  0.25
O 1.063 -0.808 -2.929  -0.55
N -0.237 0.151 -4.494  -0.13
C 0.409 -0.516 -5.602  -0.84
H -0.137 1.153 -1.466  -0.61
H -1.176 -0.266 -1.516  -0.53
H -1.572 1.034 -2.584  0.39
H -1.083 0.651 -4.701  0.25
H -0.249 -0.565 -6.470  0.37
H 0.702 -1.536 -5.378  0.17
H 1.267 0.073 -5.934  0.29

Strongest force on any atom in eV/A: 3.17
HOMO in hartree: -0.3272
Kohn-Sham gap in hartree: 0.3310
LUMO energy in hartree: 0.004
Total energy in eV: -77669.213
SMILES: CNC(C)=O.CNC(C)=O.CNC(C)=O.CNC(C)=O.CNC(C)=O.CNC(C)=O.CNC(C)=O.CNC(C)=O.CNC(C)=O.COCCOC.COCCOC
Relative energy (zero: lowest compared OMol25 entry of this formula, charge and spin) in kcal/mol: 0.0